22
Properties=species:S:1:pos:R:3:forces:R:3:lowdin_charge:R:1 method="wB97M-V/def2-TZVPD" homo_lumo_gap_ev="6.34 / 4.59" spin_multiplicity=5 total_charge=+4
Cl -0.81738 -0.44024 -2.79514 0.1321 1.8246 1.5908 0.13
C 0.01356 -1.97247 2.19099 -2.3338 -1.4085 0.9624 0.11
O -2.17200 3.10297 -3.38623 4.7036 1.1914 3.8386 0.17
H -1.74971 -0.64556 2.17454 0.2214 -0.5485 0.0415 0.16
O 0.43492 4.71563 1.28334 -1.1688 -2.1285 -6.0910 0.20
C -1.26802 3.40849 -2.68714 -7.1597 -2.0005 -5.8753 -0.40
N 2.44559 -4.58725 1.95287 1.2114 -2.0591 0.4484 0.52
C -0.78099 -0.92951 1.74996 0.8881 2.2049 -0.1687 -0.04
Ir 0.07750 4.20075 -1.66446 3.0311 0.1067 -3.2110 1.10
H 1.38456 0.49790 -0.37701 0.1449 -0.3949 0.6160 0.14
C 0.25745 4.39696 0.15587 1.8258 3.0006 9.9684 -0.31
C -2.61484 -1.65173 -1.23724 -1.2979 -2.8052 -1.3944 -0.16
C 1.83813 -3.59807 1.79413 -1.9519 3.2464 -0.8719 0.15
C 1.12173 -2.38576 1.48383 1.1857 -0.3986 0.5501 -0.08
N -0.24963 -0.01757 0.87281 0.7919 -1.7115 -0.2909 -0.18
Cl 1.85073 3.68238 -2.99741 -1.1246 0.4710 1.0621 0.29
C 1.02245 -0.22767 0.36776 -1.4551 -0.4072 -0.4891 -0.06
C 1.61139 -1.45702 0.56556 1.9543 0.5250 -0.4804 0.09
Bi -1.69248 0.78083 -0.69345 -0.5569 -1.5843 -2.3654 1.65
H 2.56042 -1.67115 0.11285 0.3363 0.0519 -0.5635 0.17
H -0.40244 -2.60049 2.95325 -0.1255 -0.2652 0.5809 0.17
O -2.87093 -2.60141 -1.81969 0.7477 3.0898 2.1425 0.19

---

20
Properties=species:S:1:pos:R:3:forces:R:3:lowdin_charge:R:1 method="wB97M-V/def2-TZVPD" homo_lumo_gap_ev=3.57 total_charge=+3
H -2.23996 -0.34167 -0.41872 0.2908 0.1701 0.2082 0.11
N -0.31009 0.12602 0.34627 -1.1150 0.8756 0.8374 -0.17
C -1.64078 1.22563 2.52532 -0.0346 -0.1462 -0.3097 0.00
O 2.86753 -2.90896 -0.29831 6.6468 -7.5166 4.6434 0.44
H -2.16216 1.64980 3.37362 0.0080 0.0392 0.0383 0.14
C 1.84151 -1.23976 -3.29939 -0.0338 0.3106 -1.4750 -0.16
La 0.96980 -0.82265 -1.38061 -3.5407 1.1640 12.8406 1.76
C 1.63490 0.99858 -1.70187 1.5641 2.9763 -1.7105 -0.27
H 1.48814 0.69352 1.32115 0.0820 -0.0102 -0.0471 0.11
C -0.24698 1.24593 2.47469 0.9562 0.1787 0.4628 -0.60
Br 0.76163 2.01883 3.89879 -0.4978 -0.4404 -0.8472 0.91
C 2.23722 -2.19781 -0.73928 1.9975 -1.9045 -0.0447 -0.25
O 2.26783 -1.44224 -4.24464 3.8566 -1.9043 -8.1545 0.41
C -1.66998 0.10979 0.39750 -0.1552 0.5217 0.6451 -0.09
C -0.69766 -1.39905 -2.23665 -3.3903 -1.7121 -3.1677 -0.27
C 0.40234 0.68882 1.37043 -1.1050 0.0097 0.2646 -0.15
O 1.94243 1.99931 -1.77146 3.1189 10.2291 -0.6547 0.44
C -2.35691 0.65204 1.47499 0.0472 -0.1133 -0.1157 0.03
H -3.44445 0.62968 1.50620 0.2110 -0.0502 -0.0556 0.15
O -1.64437 -1.68580 -2.59802 -8.9068 -2.6771 -3.3578 0.44

---

21
Properties=species:S:1:pos:R:3:forces:R:3:lowdin_charge:R:1 method="wB97M-V/def2-TZVPD" homo_lumo_gap_ev=5.78
H 6.88525 2.72956 8.73842 2.3320 -0.0854 0.1671 0.08
C 5.83320 3.25810 4.89899 7.0594 0.3015 -1.2876 -0.33
H 6.91639 2.80005 11.09650 1.2071 0.0109 -0.3314 0.11
C 9.09542 2.82994 11.39565 -0.3834 -0.8889 -0.6276 -0.10
C 4.54872 2.77538 5.29226 -1.1814 -1.2575 0.8658 -1.54
S 11.20863 3.04811 5.29820 -0.3353 0.0949 -0.3309 0.44
C 7.93665 2.69436 9.21011 -1.6736 0.7057 1.7950 -0.06
C 10.59958 2.94143 6.85637 -1.1270 -0.0410 2.3135 -1.15
Cl 4.96546 1.94922 6.90831 -0.6942 0.2866 -1.2729 0.61
N 9.28692 2.93918 7.25248 3.0080 -0.3907 -0.8209 -0.11
Li 8.76379 3.20797 5.31448 1.0984 -0.0783 0.5027 0.55
C 10.40667 2.67361 9.36518 -2.3982 0.6084 0.4327 -0.53
Cl 3.38207 4.03442 5.53854 -0.0681 0.4181 0.1908 0.66
H 9.03976 2.77481 12.48770 -0.0240 0.3127 -0.4755 0.10
C 9.18600 2.76085 8.62776 0.0070 -0.1111 -1.5802 -0.35
H 11.21919 2.72029 11.30064 1.1909 -0.0772 0.9273 0.08
N 7.01175 3.36456 4.71468 -6.6306 -0.0645 0.4933 0.14
C 7.92738 2.78659 10.60502 -1.1510 -0.2509 0.8459 -0.11
C 10.32635 2.70837 10.75721 -0.8147 0.2580 -0.7451 -0.10
S 11.73374 2.82576 8.32393 -0.0716 -0.0582 -1.8241 0.98
Cl 3.88554 1.64371 4.05165 0.6504 0.3069 0.7620 0.62

---

29
Properties=species:S:1:pos:R:3:forces:R:3:lowdin_charge:R:1 method="wB97M-V/def2-TZVPD" homo_lumo_gap_ev="5.12 / 5.15" spin_multiplicity=2 total_charge=-2
Ti -1.30287 0.16051 -1.76122 -0.8586 -0.2359 -0.2397 0.26
O 4.14095 0.16058 3.52186 0.1805 0.4281 -0.1377 0.03
C 2.25294 0.16123 1.58888 0.0150 0.0657 -0.0522 0.05
Cl -1.63091 -4.68773 -2.67814 -0.0208 -0.0821 -0.0127 0.59
H 2.54019 -0.67764 -0.88830 -0.0092 0.0341 0.0527 0.14
O -1.26045 -1.26491 -3.22288 -0.0283 0.1878 0.1827 -0.19
H 0.55215 1.47046 4.21087 0.0122 -0.0001 0.0090 0.11
Se -3.83938 0.29628 -1.58049 0.0669 0.0017 -0.0046 -0.01
C 1.23493 0.15048 0.63444 0.0145 -0.0299 0.0694 -0.11
H 3.24699 -0.18140 1.33349 0.0036 -0.0009 -0.0002 0.13
Cl 0.99002 -3.91579 -1.71167 -0.0103 0.0107 0.0020 0.58
O -1.04865 0.56002 0.15837 -0.0546 -0.2064 -0.0108 -0.21
N 3.05597 0.63204 3.83357 -0.3265 -1.2591 0.4047 -0.37
H -1.28890 1.45992 2.52325 -0.0034 -0.0001 -0.0127 0.12
C -0.63014 -3.32319 -2.13500 -0.0224 -0.0739 -0.0433 -1.47
C -0.30012 1.08126 2.30069 0.0009 -0.0135 -0.0074 0.04
C 1.99364 0.62175 2.85406 -0.0145 0.3083 -0.1146 -0.17
Cl -1.37248 -2.62485 -0.69010 -0.0600 0.1103 0.1055 0.66
C 1.52395 -0.29845 -0.69594 0.1951 -0.0264 0.1636 -0.16
Sb -3.44387 2.78381 -1.78121 0.0564 0.0224 -0.0451 -0.31
O 0.72940 -0.29554 -1.63101 0.3260 -0.0759 -0.2434 -0.11
O 2.77745 0.95630 4.97875 0.1224 0.4622 -0.0681 0.04
C -0.08225 0.58900 0.97746 0.0220 0.1374 0.0271 -0.31
Se -3.27066 3.82688 0.39986 -0.0061 -0.0023 0.0137 -0.31
O 0.20042 -2.63865 -4.24241 -0.2419 0.0174 -0.0454 0.03
Se -1.07853 2.40266 -2.70206 0.0572 0.1762 -0.0387 0.05
Se -4.85811 3.79781 -3.45820 -0.0092 0.0202 0.0211 -0.32
C -0.54100 -2.29652 -3.34788 0.4963 -0.0122 0.0222 -0.80
C 0.70930 1.09368 3.21094 0.0970 0.0358 0.0029 0.01

---

22
Properties=species:S:1:pos:R:3:forces:R:3:lowdin_charge:R:1 method="wB97M-V/def2-TZVPD" homo_lumo_gap_ev="5.79 / 4.83" spin_multiplicity=5 total_charge=+1
H 1.89623 -3.16821 3.48020 0.0016 0.0114 0.0025 0.12
C 0.06860 -3.90687 2.64387 0.0656 0.0877 0.0091 0.00
H 1.81242 -1.04233 2.18982 -0.0111 0.0172 0.0217 0.13
I -2.33842 -6.29239 2.55498 0.0329 0.1428 -0.0807 0.99
Te -2.29191 3.38503 1.27099 0.3619 -0.1437 -0.3836 0.51
C -0.97862 -3.66383 1.73417 0.0304 0.1705 -0.0892 -0.20
Se 0.46084 1.91588 -1.11736 0.2885 0.7863 -0.5001 0.11
I -4.39506 -2.43099 -1.56209 0.0838 -0.1510 0.1606 0.99
N 0.08608 -1.54625 1.19776 -0.1504 -0.0020 0.2492 -0.07
Se -1.11382 3.58439 -1.00264 -0.3111 -0.1133 0.4846 -0.01
C 1.05178 -1.80225 2.06299 -0.0311 0.0846 -0.0234 -0.09
Se -1.37749 1.30129 2.20768 0.1964 0.3512 -0.0405 -0.02
Ru -0.41697 0.21129 0.20809 -1.0228 -1.2157 -0.1118 0.71
H 0.06375 -4.81794 3.22752 0.0071 -0.0022 -0.0070 0.08
C -2.95246 -2.96817 -0.16035 0.3928 0.8710 -0.4612 -0.63
H -3.91968 -4.78331 0.44313 -0.0001 0.0136 -0.0321 0.09
C -2.09793 -4.50134 1.50277 -0.2244 -0.2653 0.0312 -0.65
C -3.06066 -4.14359 0.59100 0.1347 -0.2775 0.2792 -0.20
C -0.90579 -2.46322 0.99581 -0.3373 -0.1528 -0.2767 -0.16
C 1.08274 -2.99157 2.79230 -0.0182 -0.1208 0.0012 -0.01
C -1.86565 -2.11544 0.00316 -0.4484 -1.3354 0.6367 -0.43
O -1.68547 -1.01052 -0.69381 0.9593 1.2433 0.1303 -0.26

---

89
Properties=species:S:1:pos:R:3:forces:R:3:lowdin_charge:R:1 method="wB97M-V/def2-TZVPD" homo_lumo_gap_ev="10.37 / 8.21" spin_multiplicity=2
O 0.35784 3.53452 2.50251 0.1144 -0.0631 0.5208 -0.04
H -1.87142 1.44698 3.21962 0.2948 -0.1245 0.0072 0.00
H -3.76283 -4.05906 1.64869 -0.0695 0.2099 -0.0893 0.00
H -1.81937 0.02002 1.23485 -1.1806 -0.1799 -0.7031 0.10
H 1.82803 2.02070 -0.17803 0.4336 0.1867 0.0235 0.04
C -1.35354 -0.95356 1.08241 2.3969 2.4060 1.3242 -0.12
H 3.28446 1.06978 -0.32659 -0.0545 0.0319 -0.0536 0.10
H -4.68598 -1.97609 0.28572 0.1868 0.2655 -0.0153 0.00
N 0.41438 -0.05845 -0.58067 2.4596 -0.4165 -3.3076 0.01
O 2.65321 -2.06418 -2.73927 0.2688 -0.2889 0.2270 -0.04
H 0.07563 3.13794 1.67830 -0.1924 -0.0348 -0.6614 -0.01
O 2.65615 1.50498 -3.90031 0.3158 0.0655 -0.1892 -0.04
H 2.30483 3.02621 4.92340 0.1697 0.2271 0.0776 0.03
H 1.55210 0.12922 2.64131 0.3536 0.1739 -0.3294 0.13
H 1.86230 4.35262 -1.54239 -0.0284 0.0441 -0.3336 0.04
H -4.21330 -5.50376 1.60603 -0.0696 -0.2306 -0.1137 0.03
O -0.36408 -4.63822 -3.63311 -0.1900 -0.4457 0.3233 -0.06
H 0.11193 -3.82543 -3.80345 0.0180 0.4581 -0.2175 -0.02
O -5.59581 -2.27349 0.28550 -0.0981 0.0035 0.1350 -0.04
H -4.41326 1.80933 -0.32838 0.0636 0.5142 0.2219 -0.02
H 0.02564 1.96112 -0.18020 0.2234 -0.4515 -0.2337 0.01
H -0.57254 1.63153 -2.38350 0.4733 -0.4682 -0.1930 -0.03
O -2.65348 1.88697 3.55282 -0.0675 0.0065 0.2002 -0.03
H -0.57654 -0.77112 3.17705 -0.4202 0.5161 -0.0983 0.13
H -3.68560 -1.85745 -3.45133 0.0129 0.3995 0.1134 -0.01
O -3.74823 -2.69064 -3.91835 0.1659 -0.1063 -0.0885 -0.04
H 2.10384 -2.13940 1.06200 -0.3888 -0.0254 -0.6056 0.09
O 4.47339 -4.53486 0.57742 -0.1675 -0.1335 -0.0416 -0.05
O 6.31719 -0.54478 2.18224 0.3817 -0.2344 -0.4460 -0.06
H 5.05808 -3.88042 0.19520 0.2027 0.1271 -0.2023 0.03
O 2.32974 4.28744 -0.70963 0.1130 -0.1504 -0.0266 -0.04
H 1.99183 2.16766 -4.08940 -0.1931 0.1579 -0.0906 0.03
O 4.84116 0.52827 4.37497 0.0499 0.2025 -0.1662 -0.04
C -0.24569 -0.81771 2.13952 0.1650 -2.2416 -0.2905 -0.18
H -1.83764 1.56008 -3.21192 -0.6936 -0.1543 -0.2583 0.00
H 3.97701 0.11662 4.37192 -0.3365 0.0178 0.0327 0.04
H -5.89027 1.54718 -0.53232 -0.2517 -0.0486 -0.0004 0.06
H 0.14870 -1.83311 2.10068 0.8345 -0.1196 0.3632 0.10
H -1.81166 -0.95862 -2.28267 0.1910 -0.2070 -0.0137 0.07
O 2.75825 4.81860 2.72699 0.3868 0.3128 0.1420 -0.05
C 2.46303 -1.23528 0.57042 0.8398 0.1202 -0.2033 -0.01
H 3.54932 4.28312 2.78793 0.3487 0.0004 -0.0581 0.04
H -1.93516 -1.82028 1.39645 -0.3528 0.2269 -0.7794 0.13
O -1.19199 2.17732 -2.86786 0.2754 0.7649 0.3802 -0.05
H 5.97949 0.13301 2.76774 -0.2049 0.1685 0.4470 -0.01
O 0.13290 -1.95557 -4.31751 0.3412 0.0135 -0.0528 -0.03
H -2.57332 2.51661 0.22181 0.5555 -0.2395 0.1011 0.01
H 1.26241 2.51008 3.95444 -0.3724 0.2261 -0.2754 -0.03
H 0.00148 -5.26564 -4.25675 0.0626 -0.2005 -0.0727 0.03
C 2.42390 1.25364 0.31662 -0.8467 -0.5684 -1.3880 0.00
H -3.10359 3.89699 0.54626 -0.1223 0.3231 -0.0229 0.07
H 2.20190 0.85640 -3.36252 -0.0725 -0.1330 0.2418 -0.02
H -4.23797 1.13341 -2.56108 -0.4704 0.1586 0.8097 -0.01
C -0.35137 -2.59382 -0.52358 0.5694 0.3586 -1.1549 0.01
H 0.46900 1.18105 1.74842 -0.3207 -0.0003 0.5738 0.08
C -1.90434 -0.66893 -1.23596 0.4092 0.2460 -0.8804 -0.04
H 3.25697 -0.89218 1.23379 -0.1018 0.3093 0.3876 0.07
H -0.44604 -1.49147 -4.92221 -0.2017 -0.0005 -0.2924 0.07
H -5.60701 -3.01121 -0.32432 -0.0864 -0.2257 -0.1691 0.03
H 0.02097 -3.16577 0.32633 0.1443 0.6614 0.3288 0.08
H 2.78117 1.67700 1.25536 -0.1987 -0.4390 0.1793 0.10
O -3.77435 0.93585 -3.37487 0.5306 -0.3404 -0.5148 -0.04
C 1.52156 -0.03149 0.45194 1.0778 0.8137 1.2703 -0.43
H -2.95419 2.42768 2.82244 -0.2342 0.1121 -0.2782 0.01
H -1.16511 -3.21238 -0.90214 -0.8030 0.6283 0.2218 0.09
H 3.07091 -1.41341 -0.31663 -0.5380 -0.4617 -0.3137 0.08
H 0.34120 -2.79336 -1.34128 0.5421 0.4294 0.0484 0.07
H -0.31802 4.18270 2.70075 -0.1310 0.2329 0.3059 0.08
H 1.70530 4.60689 -0.05827 -0.0473 0.2211 0.3654 0.02
H 5.15902 0.41239 5.27039 0.1702 -0.0060 0.2250 0.05
H 4.24250 -4.17854 1.43531 -0.0227 0.0070 0.2600 0.02
H 5.53493 -0.95190 1.81002 -0.1064 -0.0706 -0.0871 0.00
O 0.83659 0.23552 -1.96340 -2.1590 -1.5440 5.5705 -0.07
H 2.25621 -1.86192 -3.58644 -0.1397 0.0158 -0.4303 0.02
H -2.83372 -1.10173 -0.86577 0.2070 -0.1412 0.1030 0.08
O -5.02418 1.27424 -0.83503 -0.1739 -0.6882 -0.5014 -0.04
H -4.62420 -3.01644 -3.71152 -0.2271 -0.1249 -0.0144 0.03
H -0.95597 2.98299 -0.71322 -0.0636 0.3157 -0.7596 0.05
O 1.71887 2.28599 4.76540 0.1821 -0.5389 0.2461 -0.05
H 0.03771 -1.48807 -3.48768 0.0013 0.2972 0.4102 0.01
C -0.70008 -1.03513 -0.34596 -2.2771 -1.9892 0.0326 -0.39
H -4.46630 0.85146 -4.03086 -0.0628 0.0133 -0.2748 0.06
O -0.57846 2.64857 0.10033 -0.4607 0.1893 0.4031 -0.04
O -3.96841 -4.80482 2.21244 0.1198 -0.0154 0.2334 -0.05
C 0.84257 0.15919 1.81441 -0.7741 0.4009 -0.1143 -0.15
H 2.28167 -1.41724 -2.13955 -0.1226 0.2549 0.0614 -0.03
O -3.38690 3.01173 0.31759 -0.0727 0.1051 0.3681 -0.03
H -2.05618 0.41002 -1.26623 0.0172 0.0493 0.2742 0.06
H 2.04078 4.18532 2.70639 -0.5007 -0.1383 -0.1537 -0.04